[1]
Below is a cluster of 2 separate species, C5H7Cl4OP in total in a non-equilibrium geometry, with properties calculated with wB97M-V/def2-TZVPD.

CARTESIAN COORDINATES (ANGSTROEM)
C (2.54, -1.07, 1.07)
C (2.66, 0.25, 1.21)
C (-0.05, -1.02, -2.43)
C (-0.29, -1.64, -0.05)
C (0.01, -0.71, -1.19)
O (3.45, 2.77, 0.47)
P (3.66, 1.35, 0.22)
Cl (3.31, -1.85, -0.24)
Cl (0.62, 0.84, -0.67)
Cl (5.52, 0.82, 0.86)
Cl (3.76, 0.89, -1.66)
H (1.92, -1.63, 1.85)
H (-0.35, -2.06, -2.79)
H (2.18, 0.84, 2.02)
H (0.34, -0.35, -3.12)
H (-0.78, -2.52, -0.43)
H (-0.84, -1.08, 0.70)
H (0.80, -1.92, 0.22)

Output
* spin multiplicity: 3
* HOMO-LUMO gap (spin up / spin down): 7.04 / 6.80 eV
* HOMO energy (spin up / spin down): -0.2399 / -0.3701 Ha
* LUMO level (spin up / spin down): 0.5 / -3.3 eV
* expectation value of S²: 2.01


[2]
Below is a structure of composition C5H9ClS in a non-equilibrium geometry, with properties calculated with wB97M-V/def2-TZVPD.

CARTESIAN COORDINATES (ANGSTROEM)
C (-1.60, 1.11, -0.11)
C (-1.07, -0.15, 0.39)
C (0.35, 0.00, 0.24)
C (1.16, 0.26, -0.97)
C (1.15, -1.24, 0.79)
H (-0.67, 1.70, -0.92)
H (-2.63, 1.15, -0.39)
H (-1.34, 1.71, 0.81)
H (-1.61, -0.41, 1.26)
H (0.82, 0.74, 0.79)
H (0.66, -0.44, -1.62)
H (1.12, 1.27, -1.43)
H (0.95, -2.37, 0.20)
H (1.30, -1.19, 1.83)
S (2.69, -0.49, -0.29)
Cl (-1.29, -1.64, -0.57)

Output
* relative energy (zero: lowest compared OMol25 entry of this formula, charge and spin): 80.3 kcal per mole
* spin multiplicity: 1
* HOMO-LUMO gap: 9.42 eV
* HOMO energy: -0.3168 Ha
* LUMO level: 0.8 eV


[3]
Below is a cluster of 2 separate species, C18H30F3NO5PSi in total in a non-equilibrium geometry, with properties calculated with wB97M-V/def2-TZVPD.

CARTESIAN COORDINATES (ANGSTROEM)
O (3.03, 4.15, 3.86)
C (3.15, 3.30, 2.93)
O (2.38, 2.11, 3.03)
Si (1.23, 1.94, 1.74)
C (-0.60, 2.06, 2.29)
C (-1.63, 2.48, 1.14)
O (-1.94, 1.44, 0.19)
C (-1.23, 3.79, 0.31)
F (-2.46, 4.35, -0.18)
F (-0.63, 4.82, 1.08)
F (-0.48, 3.49, -0.88)
P (1.67, -0.05, 0.77)
O (2.89, -0.80, 1.73)
O (2.42, 0.25, -0.76)
C (4.20, 3.64, 1.79)
C (4.86, 5.06, 1.77)
C (5.88, 5.49, 0.66)
C (6.27, 4.48, -0.47)
C (5.66, 3.06, -0.46)
C (4.65, 2.66, 0.66)
H (1.53, 2.99, 0.74)
H (-0.64, 2.73, 3.21)
H (-0.91, 1.00, 2.62)
H (-2.62, 2.74, 1.67)
H (-1.13, 0.95, -0.08)
H (3.62, -1.14, 1.17)
H (3.36, -0.05, -0.70)
H (4.59, 5.82, 2.58)
H (6.33, 6.54, 0.71)
H (7.00, 4.79, -1.30)
H (5.91, 2.28, -1.26)
H (4.17, 1.62, 0.71)
C (-0.47, -2.53, 0.85)
C (-0.63, -2.45, -0.67)
C (-2.04, -2.18, -1.20)
N (-3.08, -3.30, -1.06)
C (-3.43, -3.55, 0.39)
C (-4.36, -2.87, -1.80)
C (-4.16, -3.36, -3.22)
C (-3.48, -4.70, -3.04)
C (-2.65, -4.59, -1.76)
H (-0.71, -3.52, 1.23)
H (0.57, -2.35, 1.11)
H (-1.08, -1.78, 1.36)
H (-0.18, -3.34, -1.12)
H (-0.01, -1.61, -1.01)
H (-1.96, -1.97, -2.27)
H (-2.46, -1.29, -0.72)
H (-3.61, -2.60, 0.88)
H (-2.63, -4.11, 0.86)
H (-4.33, -4.17, 0.43)
H (-5.21, -3.38, -1.34)
H (-4.48, -1.79, -1.72)
H (-3.52, -2.68, -3.78)
H (-5.11, -3.45, -3.75)
H (-2.86, -4.96, -3.90)
H (-4.22, -5.50, -2.92)
H (-1.58, -4.55, -1.99)
H (-2.84, -5.43, -1.10)

Output
* spin multiplicity: 1
* HOMO-LUMO gap: 8.27 eV
* HOMO energy: -0.3976 Ha
* net charge: +1
* LUMO level: -2.5 eV


[4]
Below is a cluster of 3 separate species, C5H10O3 in total in a non-equilibrium geometry, with properties calculated with wB97M-V/def2-TZVPD.

CARTESIAN COORDINATES (ANGSTROEM)
C (-0.97, -0.09, 0.59)
C (-1.21, 0.56, -1.16)
C (1.36, -0.31, 0.25)
C (-1.15, -0.60, 1.95)
C (0.88, 1.11, -1.55)
O (-1.24, -0.72, -0.58)
O (-1.28, 1.14, 0.12)
O (1.19, -1.69, 0.26)
H (0.96, -1.98, -0.64)
H (-1.97, 0.82, -1.88)
H (2.29, -0.04, -0.25)
H (1.43, 0.06, 1.27)
H (-0.58, -1.53, 2.05)
H (-0.76, 0.13, 2.66)
H (-2.20, -0.79, 2.19)
H (1.36, 0.41, -2.22)
H (1.57, 1.68, -0.93)
H (0.33, 1.84, -2.13)

Output
* relative energy (zero: lowest compared OMol25 entry of this formula, charge and spin): 185.5 kcal per mole
* spin multiplicity: 1
* HOMO-LUMO gap: 8.21 eV
* HOMO energy: -0.2690 Ha
* LUMO level: 0.9 eV


The following DFT total energy values (in Eh) correspond, in order, to the records above: -2451.9489 -1054.1440 -2064.9168 -421.9610.